{"formula": "C4H8O3", "method": "ωB97M-V/def2-TZVPD", "species": ["H", "H", "C", "H", "H", "H", "H", "H", "C", "C", "O", "O", "C", "H", "O"], "coordinates": [[2.572, 0.457, 0.031], [-1.819, 0.951, -0.801], [-0.838, 0.044, 0.582], [0.338, 0.294, -1.775], [-1.874, -1.894, 0.377], [1.631, -1.027, -0.151], [0.508, 1.715, 0.636], [1.792, -0.267, 1.446], [0.443, 0.759, 0.103], [-1.124, -1.266, -0.130], [-1.996, 0.753, 0.169], [-0.785, -1.478, -1.276], [1.691, -0.079, 0.379], [-0.864, -0.073, 1.669], [0.326, 1.113, -1.257]], "atomic_forces_ev_per_a": [[0.0, 0.0, 0.0], [-0.3, -0.1, 1.5], [0.4, 0.1, -0.5], [0.0, 0.0, 0.1], [0.1, -0.3, 0.0], [0.0, -0.1, 0.0], [0.0, -0.2, 0.0], [0.1, -0.1, 0.1], [0.0, -0.2, 0.6], [-0.1, 0.1, -0.5], [0.1, 0.6, -1.2], [0.1, -0.2, 0.6], [-0.3, 0.3, -0.1], [0.0, 0.1, -0.1], [-0.1, 0.0, -0.4]], "mulliken_charge": [0.3366, 0.4293, -0.1848, 0.3831, 0.3892, 0.3447, 0.3300, 0.3548, 0.1655, -0.1056, -0.5371, -0.4884, -1.2628, 0.4350, -0.5898], "homo_energy_ev": -9.80, "total_charge": 0, "e_lumo_ev": 0.733, "smiles": "C[C@@H](O)[C@@H](O)C=O"}



{"formula": "C53H45F6NO16P", "method": "ωB97M-V/def2-TZVPD", "species": ["C", "C", "H", "H", "C", "O", "H", "H", "H", "C", "H", "C", "H", "H", "C", "C", "H", "H", "O", "H", "O", "H", "C", "C", "C", "O", "H", "O", "C", "C", "O", "O", "H", "C", "C", "C", "N", "C", "H", "C", "C", "C", "H", "C", "C", "C", "H", "H", "F", "H", "H", "O", "C", "C", "F", "C", "C", "C", "H", "F", "C", "O", "O", "H", "H", "C", "H", "O", "H", "C", "H", "H", "C", "H", "O", "H", "H", "C", "C", "C", "C", "C", "H", "C", "F", "H", "C", "C", "O", "F", "C", "H", "H", "C", "C", "C", "C", "C", "H", "H", "H", "C", "C", "H", "H", "O", "C", "H", "C", "P", "O", "H", "O", "H", "H", "C", "F", "C", "C", "H", "H", "C"], "coordinates": [[-3.539, 7.939, 2.440], [5.185, 5.644, -1.254], [-0.886, 4.654, -0.425], [-1.552, -0.512, -3.192], [5.888, 4.381, -3.234], [-5.861, 6.089, 2.954], [0.120, -0.207, -1.647], [-7.768, 7.681, 3.675], [9.242, -3.451, -2.780], [-2.566, 3.198, 2.556], [-2.255, 2.747, -0.010], [-4.345, 8.983, 2.282], [-9.681, 6.933, 5.099], [4.196, 3.896, -1.915], [-3.601, -10.138, 0.919], [2.828, -1.632, -3.216], [-0.577, 3.859, 2.221], [-2.568, -6.837, 0.388], [5.779, -5.441, -4.791], [3.244, -5.669, 4.633], [5.727, 3.437, -3.980], [7.312, -3.359, -4.354], [2.886, -0.173, -2.923], [4.970, -1.470, -4.400], [6.722, -5.458, -4.031], [9.889, -5.580, -1.451], [4.196, -6.455, 2.461], [-1.619, 0.700, 0.940], [7.176, 6.384, -2.647], [7.066, -6.698, -3.281], [-9.911, 4.510, 5.972], [6.464, 7.558, -0.738], [-0.792, -6.179, 3.048], [-7.864, 6.666, 4.040], [-2.859, -7.844, 0.123], [5.031, -0.019, -4.114], [2.226, 3.691, 0.051], [-1.129, 2.923, 2.119], [2.917, 4.141, 0.652], [2.251, -6.770, 1.509], [5.001, 4.609, -2.068], [-8.882, 6.268, 4.797], [6.428, -7.553, -3.462], [-1.411, -3.948, -0.806], [8.097, -6.736, -2.443], [-6.786, 5.721, 3.647], [0.369, 1.738, 0.604], [-2.676, -7.616, -1.975], [-4.065, 2.668, 4.315], [-3.069, -1.825, -0.905], [-3.840, -10.778, 1.759], [-6.015, 10.023, 0.992], [-3.322, -9.650, -1.472], [0.275, -6.254, 2.874], [-1.011, -3.831, 0.454], [3.131, -6.378, 2.639], [0.785, -6.672, 1.719], [-3.196, -8.748, 1.250], [0.060, 3.575, -1.437], [-1.696, -5.247, -1.022], [-5.271, 9.072, 1.128], [2.715, -7.156, 0.457], [-0.935, 1.460, -1.241], [0.163, -6.960, 0.880], [1.020, 5.072, 0.978], [6.286, 6.613, -1.476], [-3.194, 3.441, 1.699], [0.700, -5.487, 5.062], [4.546, 5.828, -0.400], [-2.495, -1.866, -1.831], [4.081, 1.643, -3.209], [-0.635, 2.216, 2.784], [-1.510, -2.971, -1.731], [-7.996, 2.911, 5.248], [-3.376, -10.037, -2.619], [0.014, -0.518, 0.683], [7.626, 5.160, -4.319], [-2.917, -8.260, -1.139], [1.093, 4.254, 0.250], [6.992, 5.350, -3.461], [-7.902, 3.926, 4.884], [-1.933, -0.482, -2.169], [1.960, -2.162, -2.842], [-0.153, 3.845, -0.401], [-0.678, -3.100, -2.814], [-6.081, 3.656, 3.828], [-4.448, 6.915, 0.300], [-0.848, 0.060, -1.211], [2.009, 0.377, -2.301], [-2.449, 1.270, 4.004], [2.624, -5.959, 3.794], [7.971, 7.105, -2.788], [-2.579, 4.079, 3.196], [1.155, -5.865, 4.005], [-0.991, -0.341, 0.265], [-3.256, 2.107, 3.335], [-3.660, -10.555, -0.342], [-3.528, 6.819, 1.463], [-2.858, 7.845, 3.277], [5.894, 0.517, -4.490], [-4.374, 9.810, 2.981], [8.605, -4.307, -2.964], [8.949, -5.541, -2.218], [3.788, -3.290, -4.132], [-4.415, 6.089, -0.399], [-2.795, 5.867, 1.601], [3.798, -2.231, -3.902], [-3.952, -11.562, -0.611], [7.575, -4.259, -3.807], [-0.962, 2.224, 0.356], [5.849, -2.036, -5.024], [8.366, -7.626, -1.887], [-3.140, -8.368, 2.400], [-1.511, -1.284, 0.444], [-2.759, 0.230, -2.156], [-5.256, 7.959, 0.148], [-4.110, 1.362, 2.603], [-8.980, 4.865, 5.280], [4.063, 0.584, -3.429], [-5.939, 8.052, -0.688], [-3.196, -2.166, -2.621], [-6.882, 4.321, 4.126]], "atomic_forces_ev_per_a": [[0.0, 0.0, 0.0], [0.0, 0.0, 0.0], [0.0, 0.0, 0.3], [0.1, 0.1, 0.0], [0.0, 0.0, 0.0], [-0.1, 0.0, 0.0], [-0.2, -0.4, 0.5], [0.0, 0.0, 0.0], [0.0, 0.0, 0.0], [0.3, 0.0, 0.3], [-0.1, -0.1, 0.1], [0.0, 0.0, 0.0], [0.0, 0.0, 0.0], [0.0, 0.0, 0.0], [0.0, 0.0, 0.0], [0.0, 0.0, 0.0], [0.0, 0.1, -0.1], [0.0, 0.0, 0.0], [0.0, 0.0, 0.0], [0.0, 0.0, 0.0], [0.0, 0.0, 0.0], [0.0, -0.2, 0.0], [0.0, 0.0, 0.0], [-0.1, -0.1, 0.0], [0.0, 0.0, 0.0], [0.0, 0.0, 0.0], [0.0, 0.0, 0.0], [-0.2, 0.1, -0.1], [0.0, 0.0, 0.0], [0.0, 0.0, 0.0], [0.0, 0.0, 0.0], [0.0, 0.0, 0.0], [0.0, 0.0, 0.0], [0.0, 0.0, 0.0], [0.0, 0.0, 0.0], [0.0, 0.0, 0.0], [0.2, 0.2, -0.1], [0.1, 0.0, -0.1], [0.0, -0.1, 0.1], [0.0, 0.0, 0.0], [-0.1, -0.1, 0.0], [0.0, 0.0, 0.0], [0.0, 0.0, 0.0], [-0.1, -0.3, 0.2], [0.0, 0.0, 0.0], [0.0, 0.0, 0.0], [0.0, 0.0, 0.1], [0.0, 0.0, 0.0], [0.1, 0.0, -0.1], [0.0, -0.1, 0.0], [0.0, 0.0, 0.0], [0.0, 0.0, 0.0], [0.0, 0.0, 0.0], [0.0, 0.0, 0.0], [-1.5, 0.3, 0.4], [0.0, 0.0, 0.0], [-0.1, 0.0, 0.0], [0.0, 0.0, 0.0], [0.0, -0.2, 0.0], [1.5, -0.2, -0.6], [0.0, 0.0, 0.0], [0.0, 0.0, 0.0], [0.2, 0.1, 0.0], [0.0, 0.0, 0.0], [-0.1, 0.0, 0.1], [0.0, 0.0, 0.0], [-0.1, -0.1, 0.0], [0.0, 0.0, 0.0], [0.0, 0.0, 0.0], [0.9, 1.0, 0.6], [0.0, 0.0, 0.0], [-0.1, -0.1, 0.1], [0.6, 0.4, 0.3], [0.0, 0.0, 0.0], [0.0, 0.0, 0.0], [0.1, 0.1, -0.1], [0.0, 0.0, 0.0], [0.0, 0.0, 0.0], [-0.1, 0.1, 0.0], [0.0, 0.0, 0.0], [0.0, 0.0, 0.0], [-0.4, -0.2, 0.2], [0.0, 0.0, 0.0], [0.1, 0.0, -0.6], [-1.2, -0.9, -0.9], [0.0, 0.0, 0.0], [0.0, 0.0, 0.0], [-0.3, 0.4, -0.6], [0.3, 0.1, -0.1], [-0.1, 0.0, -0.2], [0.0, 0.0, 0.0], [0.0, 0.0, 0.0], [-0.1, 0.0, 0.1], [0.0, 0.0, 0.0], [0.5, -0.2, 0.4], [-0.4, 0.0, 0.2], [0.0, 0.0, 0.0], [0.0, 0.0, 0.0], [0.0, 0.0, 0.0], [0.0, 0.0, 0.0], [0.0, 0.0, 0.0], [0.0, 0.0, 0.0], [0.0, 0.0, 0.0], [0.0, 0.0, 0.0], [0.0, 0.0, 0.0], [0.1, 0.3, -0.1], [0.0, 0.0, 0.0], [0.0, 0.0, 0.0], [0.1, 0.0, 0.0], [0.1, 0.1, -0.1], [0.0, 0.2, 0.0], [0.0, 0.0, 0.0], [0.0, 0.0, 0.0], [-0.3, 0.1, -0.1], [0.0, 0.0, 0.0], [0.0, 0.0, 0.0], [0.2, 0.0, 0.0], [0.0, 0.0, 0.0], [0.0, 0.0, 0.0], [0.0, 0.0, 0.0], [0.0, -0.2, 0.0], [0.0, 0.0, 0.0]], "mulliken_charge": [-0.2742, -0.2369, 0.1468, 0.3446, 0.4345, -0.1908, -0.7135, 0.4464, 0.4200, -0.4532, -0.5008, -0.3842, 0.4032, 0.5287, -0.4288, -0.4536, 0.3872, 0.5169, -0.5355, 0.4035, -0.5237, 0.5479, 0.1876, 0.3585, 0.3464, -0.5634, 0.4104, -0.5570, -0.4331, -0.4102, -0.5662, -0.5495, 0.4444, -0.3543, -0.3135, -0.3957, -0.5408, -1.1903, 0.1670, 0.1830, -0.1741, -0.4202, 0.4186, 0.1189, -0.3531, 0.1347, -0.1545, 0.4560, -0.3451, 0.3860, 0.4149, -0.6116, 0.2534, -0.1387, -0.1452, -0.3763, -0.1521, 0.2397, 0.3975, -0.1582, 0.3451, -0.5721, -0.6103, 0.5103, 0.4132, 0.1710, 0.1481, -0.5438, 0.4321, -0.8233, 0.3912, 0.3800, 0.5575, 0.4504, -0.5413, 0.2025, 0.4121, -0.0636, 0.1332, -0.4752, -0.3642, -0.9603, 0.5551, -1.2205, -0.3265, 0.4294, -0.2687, 1.4286, -0.3259, -0.3194, -0.3965, 0.3961, 0.4034, 0.2101, -0.5489, 1.0731, -0.4126, 0.2136, 0.4546, 0.4931, 0.3950, -0.3913, 0.3626, 0.5012, 0.4878, -0.4203, -0.3812, 0.4049, -0.2432, 1.3129, -0.6416, 0.4137, -0.5450, 0.3948, 0.2872, -0.4185, -0.2977, 0.3023, -0.4184, 0.4210, 0.4021, -0.2571], "homo_energy_ev": -4.84, "total_charge": -1, "e_lumo_ev": -0.274}